Record 1
Here is a 6-piece molecular cluster, C6H26N2O5 overall at a distorted geometry from OMol25. Energies are from the ωB97M-V functional and the def2-TZVPD basis.

Each line ends with the natural charge from an NBO analysis.
Geometry (Å):
1 O 1.66 -2.42 0.32  -0.99
2 O 1.91 -1.43 -2.15  -0.98
3 O -0.88 -2.60 1.20  -1.02
4 O -2.54 -0.54 1.59  -0.96
5 O -2.62 -1.57 -0.89  -0.99
6 N 0.27 2.02 0.13  -0.45
7 N -0.60 -0.28 -2.68  -0.89
8 C -0.31 1.01 -2.02  -0.21
9 C -0.88 2.86 0.53  -0.40
10 C 0.75 0.96 2.41  -0.64
11 C -0.16 0.75 -0.50  -0.27
12 C 1.23 1.85 1.25  -0.03
13 C 2.56 1.30 0.68  -0.61
14 H 2.88 1.82 -0.20  0.22
15 H -2.05 -2.28 -0.49  0.49
16 H -1.35 -0.78 -2.21  0.41
17 H 3.36 1.42 1.43  0.21
18 H 0.64 1.44 -2.48  0.18
19 H 2.31 -0.60 -2.22  0.47
20 H 0.98 -1.28 -2.44  0.51
21 H -0.57 3.86 0.79  0.20
22 H 2.42 -2.04 0.77  0.48
23 H -0.85 -3.45 1.76  0.49
24 H 1.42 2.81 1.64  0.19
25 H 0.58 0.00 -0.39  0.21
26 H -1.52 2.96 -0.27  0.20
27 H -2.91 -1.07 -0.14  0.50
28 H 0.03 -2.52 0.83  0.52
29 H 1.53 0.72 3.07  0.22
30 H -1.45 2.42 1.39  0.15
31 H -1.95 -1.28 1.61  0.50
32 H -1.15 0.36 -0.09  0.19
33 H -1.12 1.77 -2.21  0.17
34 H 1.73 -2.11 -0.61  0.51
35 H -0.90 -0.15 -3.60  0.36
36 H 2.49 0.28 0.43  0.19
37 H -0.06 1.40 2.99  0.21
38 H -1.99 0.22 1.62  0.47
39 H 0.38 0.02 2.05  0.21

Computed properties:
structure (SMILES)	CC(C)N(C)CCN.O.O.O.O.O



Record 2
Here is a 5-piece molecular cluster, C30H58N2O6S overall from OMol25. Energies are from the ωB97M-V functional and the def2-TZVPD basis.

Each line ends with the Mulliken charge.
Geometry (Å):
1 S -1.36 0.41 4.42  -0.23
2 O 2.19 3.26 7.20  -0.35
3 O -1.62 -4.36 -0.48  -0.48
4 O -2.56 -6.41 2.12  -0.56
5 O 4.22 -3.07 -6.30  -0.45
6 O -0.90 1.40 -4.51  -0.28
7 O -3.43 4.23 -2.41  -0.47
8 N -2.11 -0.83 -0.73  -0.46
9 N -0.43 -2.72 0.60  -0.28
10 C -3.99 2.23 -3.73  -1.23
11 C -4.74 4.75 -2.33  -0.33
12 C 0.05 1.68 -5.52  -0.52
13 C 2.09 -3.06 -5.07  -0.95
14 C 3.40 2.85 9.31  -1.09
15 C -0.89 0.93 0.36  -0.24
16 C 0.38 0.04 4.83  -0.63
17 C 0.89 0.44 1.93  0.59
18 C 0.38 0.49 -6.40  -0.59
19 C -1.11 -0.45 0.13  0.06
20 C 1.33 1.14 4.33  -0.49
21 C 0.70 0.67 -2.79  -1.04
22 C -0.55 0.38 -3.59  0.12
23 C -1.38 -3.06 -0.21  0.29
24 C -1.21 -5.29 0.53  -0.56
25 C 1.17 5.37 7.94  -1.12
26 C 0.08 1.36 1.23  -0.78
27 C 3.75 -5.13 -7.56  -1.03
28 C 0.70 -0.90 1.68  -0.20
29 C 1.92 0.89 2.93  -1.50
30 C -2.22 -2.12 -0.86  -0.39
31 C -5.53 4.25 -1.13  -1.00
32 C -1.97 -5.13 1.84  0.54
33 C 2.89 -2.59 -6.27  -0.27
34 C -3.31 2.82 -2.51  0.17
35 C -0.29 -1.37 0.79  0.17
36 C 4.38 -4.47 -6.34  -0.31
37 C 3.42 3.42 7.90  -0.33
38 C -1.13 -4.69 3.03  -1.01
39 C 1.05 3.87 7.78  -0.29
40 H 0.23 3.64 7.11  0.31
41 H 1.59 0.75 -3.43  0.44
42 H 4.16 2.89 7.30  0.34
43 H -1.74 -4.76 3.94  0.41
44 H -0.52 0.10 -6.88  0.29
45 H -1.88 -0.80 4.18  0.07
46 H -0.80 -3.65 2.96  0.01
47 H 2.68 3.35 9.95  0.27
48 H -3.82 1.15 -3.76  0.36
49 H 4.00 -4.93 -5.42  0.29
50 H 4.38 2.96 9.76  0.40
51 H -2.97 -6.35 2.99  0.33
52 H -1.40 0.31 -2.91  -0.05
53 H -0.27 -5.33 3.19  0.30
54 H 0.82 3.39 8.74  0.32
55 H -3.68 2.34 -1.59  0.18
56 H 1.09 -2.63 -5.09  0.32
57 H 3.96 -6.20 -7.56  0.38
58 H 0.83 -0.32 -5.84  -0.19
59 H -0.13 -5.28 0.68  0.26
60 H 0.43 0.03 5.92  0.48
61 H 5.46 -4.65 -6.35  0.35
62 H 4.16 -4.70 -8.48  0.28
63 H -6.51 4.72 -1.11  0.39
64 H 0.22 2.42 1.40  0.51
65 H -5.29 4.55 -3.26  0.30
66 H 1.36 5.84 6.98  0.31
67 H 0.24 5.78 8.35  0.39
68 H -5.07 2.39 -3.73  0.41
69 H 2.38 -2.84 -7.21  0.27
70 H 0.60 1.62 -2.26  0.25
71 H -2.24 2.61 -2.56  0.04
72 H 0.78 2.09 4.37  0.32
73 H 3.14 1.79 9.28  0.29
74 H 0.88 -0.12 -2.06  0.27
75 H -1.49 1.66 -0.16  0.45
76 H 3.72 4.47 7.91  0.30
77 H 1.31 -1.65 2.19  0.51
78 H 2.43 1.79 2.58  0.44
79 H 0.96 2.10 -5.08  0.32
80 H -4.63 5.83 -2.27  0.36
81 H 1.97 -4.15 -5.06  0.36
82 H 2.14 1.19 5.06  0.26
83 H 1.98 5.65 8.62  0.27
84 H -2.78 -4.41 1.70  0.17
85 H -3.00 -2.50 -1.51  0.47
86 H -3.59 2.67 -4.64  0.29
87 H 2.66 0.09 3.03  0.38
88 H 1.08 0.78 -7.19  0.43
89 H 0.68 -0.95 4.50  0.32
90 H -5.00 4.49 -0.21  0.27
91 H 2.67 -5.00 -7.59  0.27
92 H 2.58 -2.77 -4.14  0.26
93 H -0.48 -0.59 -4.09  0.18
94 H 2.97 -1.50 -6.24  0.24
95 H -5.68 3.17 -1.16  0.25
96 H -0.39 2.48 -6.13  0.37
97 H -1.45 -6.27 0.13  0.41

Computed properties:
structure (SMILES)	C[C@H](O)COc1cnc2ccc(CCCS)cc2n1.CCOCC.CCOCC.CCOCC.CCOCC



Record 3
Here is a 2-piece molecular cluster, C2H5NSi overall at a distorted geometry from OMol25. Energies are from the ωB97M-V functional and the def2-TZVPD basis.

Each line ends with the natural charge from an NBO analysis.
Geometry (Å):
1 Si -1.14 -0.51 -0.70  1.13
2 N 0.10 -0.59 0.39  -1.08
3 C 0.92 0.49 0.64  0.15
4 C 1.38 1.58 0.57  -0.32
5 H -1.81 -1.85 -0.37  -0.17
6 H -1.61 0.71 -0.14  -0.16
7 H 0.95 -1.70 0.71  0.41
8 H 1.80 2.43 1.00  0.23
9 H -0.60 -0.54 -2.10  -0.19



The records above give, respectively, total energy values of -729.91088, -2136.95451, -423.28083 hartree.
The records above give, respectively, lowest unoccupied orbital energy values of 0.0203, -0.0008, 0.0054 hartree.
The records above give, respectively, energy relative to the best compared isomer or geometry (same formula, charge and spin) values of 13.7, 0.0, 86.4 kcal/mol.